Entry 1:
# C3H6O2

C3H6O2 in the gas phase (ωB97M-V with the def2-TZVPD basis set, the OMol25 dataset).

The structure (SMILES) is O[C@@H]1C[C@@H]1O. The relative energy (zero: lowest compared OMol25 entry of this formula, charge and spin) is 2.330 eV. The net charge is 0.

The geometry in XYZ format:
```
11
C3H6O2 | the OMol25 dataset | ωB97M-V with the def2-TZVPD basis set
C -0.21 0.69 -0.27
C -0.81 -0.78 -0.35
C -0.12 -0.19 0.93
H 0.94 0.88 -1.69
H -0.87 1.60 -0.32
H -1.96 -0.83 -0.35
H -0.23 -1.50 -0.98
H -0.76 0.04 1.75
H 1.75 -0.17 0.67
O 1.11 0.87 -0.72
O 1.15 -0.61 1.33
```

=====

Entry 2:
# C26H29BrF5IO14

5 unconnected molecules or ions with the total composition C26H29BrF5IO14 (ωB97M-V with the def2-TZVPD basis set, the OMol25 dataset).

The structure (SMILES) is C[C@H](Br)C[C@](CCF)(Cc1ccccc1)OC(=O)I.O=C1OC[C@@H](F)O1.O=C1OC[C@@H](F)O1.O=C1OC[C@@H](F)O1.O=C1OC[C@@H](F)O1. The net charge is 0.

The geometry in XYZ format:
```
76
C26H29BrF5IO14 | the OMol25 dataset | ωB97M-V with the def2-TZVPD basis set
C 2.07 4.03 2.79
C 2.70 2.67 2.39
Br 4.19 3.04 1.11
C 1.80 1.52 1.91
C 0.36 1.77 1.43
C 0.18 2.94 0.42
C 1.26 3.00 -0.65
F 0.69 3.10 -1.92
C -0.61 1.96 2.60
C -1.98 2.51 2.23
C -2.41 3.70 2.84
C -3.65 4.27 2.58
C -4.52 3.65 1.67
C -4.09 2.49 1.05
C -2.85 1.91 1.31
O -0.04 0.64 0.57
C -0.11 -0.58 1.13
O -1.09 -1.03 1.62
I 1.58 -1.93 1.03
H 1.00 4.11 2.69
H 2.33 4.27 3.83
H 2.51 4.83 2.19
H 3.24 2.31 3.26
H 2.32 0.99 1.10
H 1.75 0.78 2.72
H -0.74 2.70 -0.12
H -0.01 3.89 0.92
H 1.96 3.83 -0.55
H 1.87 2.09 -0.68
H -0.79 1.03 3.15
H -0.20 2.64 3.35
H -1.74 4.18 3.55
H -3.90 5.18 3.12
H -5.49 4.10 1.50
H -4.76 2.00 0.36
H -2.57 0.99 0.81
C 2.96 2.45 -3.55
C 2.29 2.06 -4.84
O 2.65 0.69 -4.97
C 2.84 0.20 -3.71
O 2.89 -0.95 -3.43
O 2.94 1.22 -2.82
F 2.77 2.75 -5.89
H 3.99 2.76 -3.70
H 2.42 3.23 -3.01
H 1.20 2.14 -4.82
C 1.08 -5.02 3.03
C 1.22 -6.52 3.11
O 2.35 -6.68 3.95
C 2.39 -5.60 4.78
O 3.04 -5.53 5.76
O 1.58 -4.62 4.32
F 1.50 -7.08 1.91
H 1.69 -4.56 2.25
H 0.05 -4.69 2.90
H 0.37 -7.04 3.55
C 2.59 -5.93 -2.00
C 1.57 -5.78 -3.09
O 0.37 -6.19 -2.45
C 0.52 -5.91 -1.12
O -0.37 -5.87 -0.34
O 1.82 -5.66 -0.83
F 1.82 -6.60 -4.14
H 2.99 -6.94 -1.95
H 3.42 -5.22 -2.10
H 1.45 -4.76 -3.46
C -3.89 1.02 -2.88
C -4.88 0.96 -4.02
O -6.09 0.63 -3.36
C -6.00 1.12 -2.09
O -6.91 1.25 -1.35
O -4.72 1.46 -1.79
F -4.57 -0.02 -4.90
H -3.47 0.04 -2.65
H -3.08 1.72 -3.06
H -5.01 1.90 -4.55
```

=====

Entry 3:
# C6H8O3Si

C6H8O3Si in the gas phase (ωB97M-V with the def2-TZVPD basis set, the OMol25 dataset).

The structure (SMILES) is C=C[Si](O)(O)c1ccco1. The relative energy (zero: lowest compared OMol25 entry of this formula, charge and spin) is 3.511 eV. The net charge is 0.

The geometry in XYZ format:
```
18
C6H8O3Si | the OMol25 dataset | ωB97M-V with the def2-TZVPD basis set
C 1.21 0.14 2.58
C 1.47 -0.04 1.19
C 0.06 -0.62 2.79
C 0.40 -0.73 0.64
C -1.12 1.56 -0.81
C -0.55 0.73 -1.66
O -0.40 -1.09 1.63
O 1.33 -1.33 -2.14
O -1.18 -2.25 -1.44
Si -0.01 -1.00 -1.24
H 1.99 0.39 3.34
H 2.20 0.58 0.67
H -0.50 -0.75 3.78
H -1.41 2.56 -1.24
H -1.38 1.34 0.26
H -0.39 1.29 -2.61
H 1.57 -2.25 -2.06
H -1.31 -2.50 -2.41
```

=====

Entry 4:
# H9O4

4 unconnected molecules or ions with the total composition H9O4 (ωB97M-V with the def2-TZVPD basis set, the OMol25 dataset).

The relative energy (zero: lowest compared OMol25 entry of this formula, charge and spin) is 0.519 eV. The net charge is +1.

The geometry in XYZ format:
```
13
H9O4 | the OMol25 dataset | ωB97M-V with the def2-TZVPD basis set
O -0.61 -0.79 -0.76
H -0.25 0.21 -0.93
H 0.27 -1.21 -0.63
H -1.05 -0.67 0.13
O -1.39 0.25 1.58
H -1.92 1.05 1.44
H -1.59 -0.01 2.48
O 2.07 -1.34 -0.11
H 2.21 -0.90 0.74
H 2.44 -2.21 -0.04
O 0.01 1.53 -1.30
H 0.39 2.13 -0.64
H -0.58 1.95 -1.95
```

=====

Entry 5:
# C2H2ClIO

C2H2ClIO in the gas phase (ωB97M-V with the def2-TZVPD basis set, the OMol25 dataset).

The structure (SMILES) is O=C[C@H](Cl)I. The relative energy (zero: lowest compared OMol25 entry of this formula, charge and spin) is 0.681 eV. The net charge is 0.

The geometry in XYZ format:
```
7
C2H2ClIO | the OMol25 dataset | ωB97M-V with the def2-TZVPD basis set
C -0.11 0.83 0.56
C -0.09 -0.67 0.64
O 0.47 1.54 1.31
Cl -1.63 -1.37 0.16
I 0.55 -1.27 2.63
H -0.77 1.21 -0.24
H 0.86 -1.26 -0.04
```

=====

Entry 6:
# C4H3Li2O2Sr

A molecular structure, C4H3Li2O2Sr (ωB97M-V with the def2-TZVPD basis set, the OMol25 dataset).

The relative energy (zero: lowest compared OMol25 entry of this formula, charge and spin) is 0.000 eV. The net charge is +1.

The geometry in XYZ format:
```
12
C4H3Li2O2Sr | the OMol25 dataset | ωB97M-V with the def2-TZVPD basis set
O -0.85 3.02 0.06
C -0.91 1.68 -0.13
C 0.15 0.85 0.02
Sr 0.00 3.94 2.04
Li 1.67 0.41 -1.25
H -1.94 1.29 0.00
C 0.86 -1.56 0.10
C -0.07 -0.59 -0.17
O 0.73 -2.85 -0.04
H 1.84 -1.20 0.48
H -1.03 -0.95 -0.59
Li -0.43 -4.05 -0.51
```

=====

Entry 7:
# C6H16N2O4P

A gas-phase ion, C6H16N2O4P (charge +1) (ωB97M-V with the def2-TZVPD basis set, the OMol25 dataset).

The structure (SMILES) is C[C@H]1O[C@H]([NH3+])[C@@H](O[P@](C)(N)=O)[C@@H]1O. The relative energy (zero: lowest compared OMol25 entry of this formula, charge and spin) is 0.000 eV. The net charge is +1.

The geometry in XYZ format:
```
29
C6H16N2O4P | the OMol25 dataset | ωB97M-V with the def2-TZVPD basis set
C 2.85 -1.49 -0.83
C -1.36 -0.99 0.42
C -0.02 -0.12 0.09
C -2.36 -0.01 -0.17
C -0.48 1.31 0.30
C -3.81 -0.11 0.27
N 3.58 0.02 1.50
N 0.11 2.23 -0.79
O -1.92 1.33 0.15
O -1.19 -2.21 -0.37
O 2.49 1.21 -0.64
O 1.06 -0.32 1.02
P 2.54 0.01 0.28
H 3.94 -1.83 -0.87
H 2.04 -2.17 -0.68
H -1.58 -1.15 1.45
H 0.36 -0.27 -0.96
H -2.35 -0.22 -1.30
H -0.18 1.66 1.28
H -4.47 0.67 -0.09
H -4.05 -0.14 1.40
H -4.47 -0.90 -0.18
H 3.96 0.96 1.77
H 3.47 -0.65 2.17
H 2.61 -1.15 -1.94
H 0.01 3.22 -0.54
H -0.31 2.19 -1.67
H -1.71 -2.97 -0.05
H 1.23 1.88 -1.03
```

=====

Entry 8:
# C5H8NO

A gas-phase ion, C5H8NO (charge +1) (ωB97M-V with the def2-TZVPD basis set, the OMol25 dataset).

The structure (SMILES) is C=[N+]1CC(C)=CO1. The relative energy (zero: lowest compared OMol25 entry of this formula, charge and spin) is 3.081 eV. The net charge is +1.

The geometry in XYZ format:
```
15
C5H8NO | the OMol25 dataset | ωB97M-V with the def2-TZVPD basis set
C -0.08 -1.51 0.47
C -0.83 -0.40 0.16
C 2.59 0.63 -0.16
C 0.13 0.67 -0.25
C -2.28 -0.09 0.01
N 1.47 0.07 -0.03
O 1.29 -1.20 0.50
H -0.57 -2.42 0.77
H 3.41 0.04 0.04
H 2.73 1.64 -0.54
H 0.23 1.08 -1.32
H -0.24 1.49 0.40
H -2.83 -0.74 0.59
H -2.60 -0.21 -1.05
H -2.43 0.94 0.43
```

=====

Maximum force (computed, eV/A): 2.5, 1.4, 3.2, 1.4, 4.5, 3.4, 4.6, 5.0
HOMO-LUMO gap (computed, eV): 10.19, 9.33, 9.10, 12.84, 9.53, 3.51, 11.30, 8.52
DFT total energy (computed, hartree): -268.31960, -5432.57277, -748.67467, -306.10736, -910.48709, -350.19752, -989.84633, -324.92574